a | Computed, not measured: a 8-piece molecular cluster, C32H64O8 overall, with the ωB97M-V functional and the def2-TZVPD basis.

Geometry as XYZ:
```
104
Properties=species:S:1:pos:R:3:mulliken_charge:R:1
C -10.082 -1.154 -5.097 -0.767
C -9.630 -1.844 -6.297 -0.003
C -9.637 -0.664 -7.266 0.496
O -10.841 0.047 -6.896 -0.552
C -11.204 -0.194 -5.543 -0.619
H -9.277 -0.612 -4.600 0.273
H -10.592 -1.732 -4.326 0.430
H -10.391 -2.572 -6.580 0.388
H -8.670 -2.267 -6.001 0.062
H -9.745 -0.837 -8.336 0.525
H -8.777 -0.030 -7.048 -0.340
H -12.192 -0.635 -5.674 0.314
H -11.297 0.746 -4.998 0.273
C -5.871 5.936 -11.761 -0.766
C -6.285 4.687 -12.552 -1.120
C -5.494 3.572 -11.858 0.721
O -5.220 4.061 -10.511 -0.239
C -4.960 5.490 -10.583 -0.557
H -6.858 6.279 -11.451 0.300
H -5.518 6.838 -12.260 0.483
H -5.932 4.816 -13.576 0.440
H -7.318 4.355 -12.656 0.400
H -4.529 3.345 -12.312 0.565
H -6.055 2.669 -11.617 -0.409
H -3.911 5.787 -10.592 0.445
H -5.471 5.906 -9.715 0.290
C -8.706 2.141 -9.170 1.128
C -7.850 3.437 -9.265 1.795
C -8.566 4.106 -10.350 -0.949
O -9.017 3.044 -11.191 -0.605
C -8.839 1.714 -10.631 0.393
H -9.592 2.192 -8.538 0.443
H -8.180 1.259 -8.803 -2.027
H -6.873 3.229 -9.702 -1.546
H -8.009 4.061 -8.385 0.643
H -8.193 4.853 -11.050 0.175
H -9.442 4.585 -9.914 0.285
H -7.921 1.318 -11.064 0.030
H -9.763 1.137 -10.665 0.537
C -4.113 -2.265 -8.217 0.564
C -2.710 -2.751 -8.581 -0.141
C -1.752 -1.920 -7.737 -0.666
O -2.449 -0.739 -7.431 -0.375
C -3.774 -1.019 -7.276 -0.535
H -4.580 -3.024 -7.589 -0.029
H -4.541 -2.011 -9.187 0.718
H -2.398 -2.479 -9.589 0.316
H -2.588 -3.807 -8.341 0.219
H -0.914 -1.624 -8.368 0.321
H -1.380 -2.411 -6.838 0.324
H -4.440 -0.160 -7.354 0.530
H -3.847 -1.288 -6.222 0.292
C -6.686 -0.994 -8.737 1.235
C -5.999 0.397 -8.665 -0.166
C -6.059 0.760 -10.158 -0.903
O -7.208 0.061 -10.715 -1.073
C -7.832 -0.718 -9.648 -1.200
H -7.008 -1.235 -7.723 -0.021
H -5.986 -1.746 -9.100 -0.983
H -4.991 0.361 -8.252 -0.402
H -6.559 1.101 -8.049 0.516
H -5.205 0.310 -10.664 1.316
H -6.047 1.846 -10.245 -1.529
H -8.210 -1.693 -9.954 1.030
H -8.588 -0.087 -9.180 -0.394
C -5.260 -5.306 -8.022 -0.917
C -6.390 -4.295 -8.105 -0.455
C -6.462 -4.035 -9.592 0.756
O -5.183 -4.210 -10.082 -0.506
C -4.290 -4.847 -9.140 0.289
H -5.650 -6.323 -8.062 0.343
H -4.691 -5.259 -7.094 0.381
H -6.222 -3.368 -7.557 0.237
H -7.291 -4.783 -7.734 0.523
H -6.715 -3.008 -9.854 -0.700
H -7.265 -4.571 -10.097 0.441
H -3.719 -4.109 -8.577 -0.627
H -3.646 -5.603 -9.589 0.466
C -8.209 -1.086 -14.779 -0.634
C -8.258 0.266 -13.987 -0.504
C -8.042 -0.195 -12.555 0.618
O -8.779 -1.408 -12.502 -0.409
C -8.442 -2.159 -13.690 -0.539
H -7.286 -1.160 -15.352 0.321
H -9.007 -1.235 -15.506 0.265
H -9.269 0.651 -14.127 0.328
H -7.390 0.902 -14.156 0.316
H -8.440 0.541 -11.856 -0.025
H -7.029 -0.388 -12.201 -0.206
H -9.292 -2.826 -13.838 0.419
H -7.596 -2.836 -13.565 0.157
C -5.303 3.872 -7.205 -0.490
C -4.856 2.554 -7.689 1.292
C -3.752 2.234 -6.666 -0.419
O -3.202 3.491 -6.311 -0.512
C -4.093 4.565 -6.571 -0.588
H -6.050 3.643 -6.445 0.436
H -5.809 4.507 -7.932 -0.135
H -4.442 2.700 -8.687 0.054
H -5.591 1.751 -7.750 -1.420
H -2.940 1.563 -6.948 0.210
H -4.175 1.869 -5.730 0.320
H -3.661 5.307 -7.242 0.299
H -4.397 5.038 -5.638 0.321
```

Output
SMILES string: C1CCOC1.C1CCOC1.C1CCOC1.C1CCOC1.C1CCOC1.C1CCOC1.C1CCOC1.C1CCOC1
net charge: 0
HOMO level: -8.493 eV

***

b | Computed, not measured: a 8-piece molecular cluster, C32H64O8 overall, with the ωB97M-V functional and the def2-TZVPD basis.

Geometry as XYZ:
```
104
Properties=species:S:1:pos:R:3:mulliken_charge:R:1
C 2.367 0.788 -4.342 -0.500
C 1.675 1.840 -3.563 0.604
C 0.453 2.174 -4.409 -0.437
O 0.083 0.872 -4.872 -0.467
C 1.207 -0.039 -4.852 -0.212
H 3.056 0.135 -3.806 0.001
H 2.936 1.353 -5.081 0.398
H 2.269 2.716 -3.303 0.362
H 1.390 1.536 -2.556 -0.651
H 0.590 2.769 -5.312 0.341
H -0.307 2.563 -3.732 0.168
H 1.400 -0.281 -5.897 0.347
H 1.021 -0.894 -4.203 0.062
C 0.068 -5.195 -2.769 -0.667
C -0.600 -4.234 -1.765 0.016
C 0.262 -4.325 -0.511 0.552
O 1.463 -4.923 -0.922 -0.425
C 1.179 -5.806 -1.981 -0.590
H 0.534 -4.626 -3.574 0.230
H -0.629 -5.807 -3.342 0.342
H -1.665 -4.434 -1.649 0.545
H -0.519 -3.195 -2.085 -0.393
H -0.375 -4.772 0.252 0.065
H 0.540 -3.300 -0.266 -0.390
H 0.915 -6.822 -1.686 0.299
H 2.059 -5.979 -2.601 0.376
C 2.076 3.696 -0.200 0.407
C 3.332 2.888 -0.388 0.097
C 4.195 3.228 0.824 -0.491
O 3.326 3.769 1.726 -0.460
C 2.284 4.476 1.107 -0.431
H 1.153 3.118 -0.239 -0.484
H 1.925 4.491 -0.930 0.348
H 3.833 3.147 -1.321 0.371
H 3.207 1.808 -0.465 -0.361
H 4.990 3.929 0.570 0.290
H 4.661 2.363 1.298 0.280
H 2.591 5.522 1.069 0.336
H 1.423 4.553 1.771 0.154
C 4.796 -3.271 -1.628 -0.687
C 3.693 -2.370 -1.789 0.972
C 3.974 -1.193 -0.965 0.338
O 5.135 -1.492 -0.167 -0.510
C 5.886 -2.515 -0.825 -0.588
H 5.303 -3.656 -2.513 0.357
H 4.579 -4.205 -1.110 0.213
H 2.746 -2.849 -1.541 -0.796
H 3.570 -2.059 -2.827 0.226
H 3.011 -0.990 -0.496 -0.194
H 4.179 -0.306 -1.564 0.023
H 6.541 -3.180 -0.262 0.386
H 6.666 -2.084 -1.453 0.262
C -4.371 0.306 3.372 -0.035
C -4.647 1.665 3.987 -0.484
C -5.802 2.223 3.227 -0.347
O -6.221 1.110 2.364 -0.512
C -5.193 0.250 2.105 0.200
H -4.667 -0.576 3.940 0.281
H -3.291 0.209 3.257 0.010
H -3.871 2.400 3.775 0.138
H -4.772 1.673 5.070 0.360
H -5.581 3.182 2.758 0.103
H -6.588 2.386 3.964 0.306
H -4.683 0.593 1.204 -0.337
H -5.673 -0.692 1.838 0.367
C -3.426 4.382 -0.987 -0.959
C -2.013 4.527 -0.485 0.379
C -2.150 4.775 1.033 -0.522
O -3.292 4.008 1.400 -0.342
C -4.146 3.856 0.287 -0.183
H -3.597 3.856 -1.927 0.378
H -3.896 5.337 -1.220 0.305
H -1.479 5.371 -0.921 0.468
H -1.462 3.611 -0.699 -0.469
H -2.242 5.845 1.223 0.360
H -1.275 4.448 1.594 0.131
H -5.082 4.407 0.376 0.390
H -4.383 2.797 0.177 0.051
C 0.567 -3.192 3.523 -0.626
C -0.827 -3.109 2.933 0.737
C -1.674 -3.616 4.108 -0.608
O -0.958 -3.021 5.264 -0.430
C 0.428 -2.761 4.997 -0.445
H 1.260 -2.519 3.017 0.306
H 0.868 -4.239 3.544 0.320
H -0.961 -3.704 2.030 -0.049
H -1.047 -2.046 2.834 -0.377
H -1.675 -4.706 4.123 0.327
H -2.714 -3.291 4.097 0.302
H 1.081 -3.339 5.652 0.291
H 0.547 -1.678 5.042 0.288
C -1.993 0.030 -0.005 0.056
C -0.786 0.589 0.828 -0.487
C 0.332 -0.361 0.363 0.584
O -0.026 -0.585 -0.998 -0.133
C -1.334 -0.127 -1.338 -0.149
H -2.913 0.613 0.039 -0.143
H -2.325 -0.933 0.384 0.276
H -0.902 0.479 1.906 0.499
H -0.378 1.573 0.598 -0.247
H 0.457 -1.265 0.958 -0.578
H 1.206 0.289 0.417 0.029
H -1.749 -0.803 -2.086 0.353
H -1.125 0.838 -1.798 -0.170
```

Output
SMILES string: C1CCOC1.C1CCOC1.C1CCOC1.C1CCOC1.C1CCOC1.C1CCOC1.C1CCOC1.C1CCOC1
net charge: 0
HOMO level: -9.457 eV

***

Which one sits at the top of the stability order? b does.

***

a | Computed, not measured: a 5-piece molecular cluster, C5H20O5 overall, with the ωB97M-V functional and the def2-TZVPD basis.

Geometry as XYZ:
```
30
Properties=species:S:1:pos:R:3:mulliken_charge:R:1
C 2.610 -2.667 1.311 -0.453
O 1.333 -2.747 1.949 -0.499
H 3.274 -2.475 2.154 0.188
H 2.765 -3.657 0.883 0.219
H 2.723 -1.827 0.626 0.248
H 0.668 -2.432 1.332 0.296
C -3.787 -0.423 -0.589 -0.515
O -2.505 -0.995 -0.792 -0.483
H -4.347 -0.992 0.154 0.241
H -3.701 0.651 -0.429 0.199
H -4.343 -0.599 -1.510 0.260
H -2.551 -1.614 -1.524 0.300
C 0.508 3.646 -1.211 -0.501
O 0.649 2.777 -0.119 -0.485
H -0.509 3.860 -1.537 0.227
H 0.962 4.621 -1.032 0.219
H 1.069 3.103 -1.972 0.232
H 0.131 2.010 -0.373 0.306
C -3.552 0.974 5.207 -0.499
O -3.492 1.599 6.491 -0.495
H -3.733 -0.095 5.319 0.259
H -4.485 1.359 4.796 0.202
H -2.707 1.176 4.549 0.239
H -2.730 1.201 6.918 0.294
C 4.187 -0.745 -5.267 -0.549
O 3.794 -1.992 -4.753 -0.497
H 3.758 -0.483 -6.234 0.249
H 4.273 0.120 -4.610 0.257
H 5.227 -0.978 -5.494 0.231
H 4.509 -2.376 -4.240 0.309
```

Output
SMILES string: CO.CO.CO.CO.CO
net charge: 0
HOMO level: -10.264 eV

***

b | Computed, not measured: a 5-piece molecular cluster, C5H20O5 overall, with the ωB97M-V functional and the def2-TZVPD basis.

Geometry as XYZ:
```
30
Properties=species:S:1:pos:R:3:mulliken_charge:R:1
C 11.182 -10.839 7.370 -0.536
O 10.426 -9.697 7.691 -0.457
H 12.062 -10.502 6.809 0.209
H 11.563 -11.370 8.243 0.238
H 10.669 -11.490 6.658 0.253
H 9.513 -9.918 7.882 0.292
C 5.753 -6.463 11.900 -0.670
O 6.449 -5.247 11.671 -0.536
H 5.155 -6.408 12.816 0.372
H 5.016 -6.691 11.121 0.258
H 6.434 -7.310 11.991 0.243
H 6.203 -4.598 12.328 0.314
C 8.080 -6.556 8.832 -0.643
O 6.968 -5.676 8.820 -0.479
H 7.938 -7.391 8.145 0.258
H 9.001 -6.041 8.546 0.294
H 8.244 -6.959 9.835 0.251
H 6.699 -5.527 9.736 0.256
C 6.166 -3.796 6.240 -0.493
O 5.393 -4.930 6.600 -0.536
H 5.747 -2.861 6.631 0.181
H 7.141 -3.906 6.740 0.173
H 6.365 -3.672 5.177 0.272
H 5.786 -5.211 7.439 0.462
C 6.723 -1.898 9.741 -0.329
O 5.955 -1.026 8.908 -0.501
H 6.501 -2.954 9.609 -0.021
H 7.777 -1.681 9.564 0.291
H 6.481 -1.729 10.798 0.286
H 6.114 -0.145 9.256 0.295
```

Output
SMILES string: CO.CO.CO.CO.CO
net charge: 0
HOMO level: -9.297 eV

***

Which one sits at the top of the stability order? b does.

***

a | Computed, not measured: a 2-piece molecular cluster, C3H11NO2S overall, with the ωB97M-V functional and the def2-TZVPD basis.

Geometry as XYZ:
```
18
Properties=species:S:1:pos:R:3:mulliken_charge:R:1
N 0.973 -2.038 -1.693 -0.710
C 0.616 -0.522 -1.316 0.177
C 1.659 0.736 -1.682 -0.266
O 2.161 0.315 -3.000 -0.515
C 0.400 -0.384 0.212 -0.815
S -1.214 -0.806 0.941 -0.237
H 0.097 -2.649 -1.540 0.236
H 1.432 -2.321 -2.616 0.206
H -0.437 -0.540 -1.672 0.247
H 2.536 0.792 -1.075 0.354
H 0.917 1.682 -1.877 0.257
H 1.882 -0.582 -3.164 0.238
H 0.719 0.635 0.573 0.310
H 1.175 -1.073 0.641 0.362
H -0.778 -1.835 1.786 0.155
O -2.853 3.235 4.747 -0.632
H -3.089 2.322 4.574 0.314
H -2.362 3.351 3.903 0.318
```

Output
SMILES string: N[C@H](CO)CS.O
net charge: 0
HOMO level: -9.391 eV

***

b | Computed, not measured: a 2-piece molecular cluster, C3H11NO2S overall, with the ωB97M-V functional and the def2-TZVPD basis.

Geometry as XYZ:
```
18
Properties=species:S:1:pos:R:3:mulliken_charge:R:1
N -0.035 0.790 -0.398 -0.537
C 0.713 -0.142 0.473 -0.059
C 1.701 -1.005 -0.403 -0.742
O 2.400 -0.030 -1.164 -0.514
C -0.231 -1.173 1.042 -0.799
S -1.597 -0.487 2.048 -0.253
H -0.092 0.297 -1.319 0.287
H 0.617 1.529 -0.697 0.278
H 1.206 0.370 1.286 0.392
H 1.187 -1.737 -1.019 0.419
H 2.385 -1.494 0.323 0.340
H 2.768 -0.384 -1.980 0.299
H 0.262 -1.995 1.562 0.431
H -0.866 -1.770 0.374 0.337
H -1.201 0.786 2.250 0.126
O -3.475 2.214 -0.698 -0.655
H -2.824 2.806 -1.102 0.314
H -2.920 1.424 -0.579 0.335
```

Output
SMILES string: N[C@H](CO)CS.O
net charge: 0
HOMO level: -8.786 eV

***

Which one sits at the top of the stability order? b does.